(1)
90
Properties=species:S:1:pos:R:3:forces:R:3:mulliken_spin:R:1 method="wB97M-V/def2-TZVPD" e_above_lowest_kcal_mol=6.4 lumo_energy_ev="-2.0 / -5.4" homo_ev="-9.76 / -9.84" gap_ev="7.717 / 4.393" multiplicity=5 charge=+1
Os -0.0959 0.3074 -0.4771 0.43 0.55 -1.19 2.081
C 3.3864 -1.1759 2.5231 -0.07 0.03 -0.01 0.004
C 2.4247 -0.2300 1.8063 0.12 0.03 -0.20 -0.008
C 2.8627 1.2335 1.9019 -0.05 -0.03 -0.06 0.002
P 2.0128 -0.6736 0.0473 0.25 -0.34 0.34 0.194
C 3.4903 -0.5505 -1.0595 -0.21 0.08 0.05 0.015
C 3.7293 0.9320 -1.3913 -0.02 0.01 0.01 0.002
C 4.7967 -1.1940 -0.5959 -0.09 -0.03 0.01 0.001
C 1.4613 -2.4021 0.2139 -0.18 0.26 0.02 0.050
C 2.1840 -3.5613 -0.0075 -0.01 -0.03 -0.03 -0.035
C 1.6039 -4.8181 0.1504 0.06 0.03 -0.03 0.059
C 2.3957 -6.0736 -0.0751 -0.03 0.02 0.02 -0.005
C 0.2614 -4.8814 0.5207 -0.01 -0.01 0.02 -0.027
C -0.4794 -3.7395 0.7437 -0.08 0.08 0.02 0.116
C 0.1104 -2.4793 0.6074 0.30 -0.41 -0.02 0.008
N -0.6004 -1.2815 0.7315 -0.13 -0.25 -0.02 0.382
C -1.6387 -1.1635 1.6391 -0.23 0.07 0.26 0.021
C -1.7583 -1.9859 2.7774 0.12 -0.09 -0.06 0.125
C -2.8149 -1.8374 3.6452 -0.04 0.04 -0.02 -0.040
C -3.8177 -0.8888 3.4197 -0.01 0.01 0.03 0.094
C -4.9672 -0.7408 4.3723 0.04 0.00 -0.03 -0.007
C -3.6817 -0.0476 2.3195 0.03 -0.04 -0.01 -0.006
C -2.5982 -0.1410 1.4598 0.15 -0.02 -0.11 -0.001
P -2.2338 1.0831 0.1675 -0.41 0.33 0.32 0.106
C -1.9581 2.6761 1.0965 0.00 -0.17 0.00 -0.027
C -0.9849 2.4084 2.2503 -0.03 0.01 -0.14 0.033
C -3.2061 3.4043 1.5847 0.05 -0.03 -0.03 -0.001
C -3.7899 1.3364 -0.7955 0.27 -0.18 -0.11 0.020
C -3.4787 2.3175 -1.9267 0.04 0.02 0.05 -0.005
C -4.3457 0.0172 -1.3245 0.01 0.00 0.07 0.002
H 3.3644 -0.9596 3.5927 0.03 -0.02 0.01 0.000
H 4.4117 -1.0481 2.1815 0.00 -0.01 0.02 0.000
H 3.1023 -2.2196 2.3853 0.02 -0.01 0.03 0.001
H 1.4449 -0.3300 2.2886 -0.05 0.02 -0.06 0.007
H 3.8969 1.3516 1.5762 0.00 0.01 0.01 -0.001
H 2.7972 1.5824 2.9334 0.02 -0.02 0.00 0.001
H 2.2360 1.8797 1.2816 0.02 0.04 0.04 -0.002
H 3.1399 -1.0598 -1.9634 -0.04 0.02 0.00 0.000
H 4.4012 1.3864 -0.6627 -0.01 -0.01 0.01 0.000
H 2.8051 1.5063 -1.3994 0.05 0.01 -0.03 0.003
H 4.1929 1.0314 -2.3734 0.02 -0.04 0.00 0.000
H 5.1940 -0.6852 0.2809 0.03 0.00 -0.02 0.000
H 5.5307 -1.0883 -1.3966 0.02 -0.02 0.01 0.001
H 4.7029 -2.2534 -0.3679 0.06 0.04 0.03 0.001
H 3.2154 -3.5004 -0.3259 -0.02 -0.04 0.02 0.005
H 3.3911 -5.8526 -0.4559 0.00 -0.01 -0.01 -0.001
H 1.8905 -6.7294 -0.7850 0.02 -0.01 0.00 0.005
H 2.5035 -6.6262 0.8600 0.02 -0.02 -0.02 0.006
H -0.2179 -5.8490 0.6107 -0.01 0.01 0.00 0.001
H -1.5369 -3.8157 0.9584 0.01 -0.01 0.00 -0.001
H -0.9960 -2.7247 2.9833 -0.01 0.03 0.02 -0.004
H -2.8707 -2.4687 4.5238 0.00 -0.01 -0.01 0.002
H -5.3498 -1.7117 4.6854 -0.01 0.00 -0.01 0.005
H -5.7793 -0.1729 3.9213 -0.02 -0.01 0.03 0.000
H -4.6425 -0.2107 5.2705 -0.03 0.00 0.01 0.011
H -4.4451 0.6987 2.1334 0.01 0.02 0.02 0.000
H -1.4479 3.3071 0.3637 0.02 -0.05 -0.04 0.014
H -1.4761 1.8546 3.0520 0.00 -0.01 0.02 0.002
H -0.6187 3.3509 2.6597 0.00 0.00 0.00 0.001
H -0.1202 1.8267 1.9148 0.02 0.04 0.04 -0.039
H -3.7553 2.8140 2.3198 -0.02 0.02 0.01 0.001
H -3.8796 3.6695 0.7699 0.00 0.01 0.03 0.000
H -2.9011 4.3312 2.0738 -0.04 0.00 0.01 0.001
H -4.5112 1.7762 -0.1012 0.04 0.02 0.02 0.006
H -2.7192 1.8922 -2.5877 -0.01 0.02 -0.02 -0.003
H -3.1076 3.2732 -1.5501 0.00 0.00 -0.04 0.000
H -4.3732 2.5124 -2.5190 -0.01 -0.01 0.01 0.000
H -3.6467 -0.4449 -2.0184 0.00 -0.02 -0.06 -0.003
H -5.2797 0.1961 -1.8591 -0.01 0.03 0.03 0.000
H -4.5438 -0.6894 -0.5166 -0.03 -0.01 -0.03 -0.003
N 0.3479 -3.1191 -3.5355 0.18 -0.05 -0.13 0.018
C 0.1107 -1.8672 -3.0728 -0.66 -0.08 0.59 -0.046
S -1.3005 -1.6062 -2.1161 0.29 0.32 0.13 0.354
N 0.9378 -0.9233 -3.4257 0.67 -0.32 -0.89 0.166
N 0.8141 0.2680 -2.8404 -0.69 0.20 0.93 0.145
C 1.1207 1.2777 -3.5915 0.20 0.09 -0.25 0.002
C 1.1599 2.6372 -3.1745 -0.24 -0.01 0.39 0.057
C 1.5720 3.6129 -4.1017 0.03 0.14 -0.09 -0.041
C 1.6553 4.9375 -3.7609 0.04 -0.04 -0.11 0.064
C 1.3186 5.3379 -2.4568 -0.04 -0.08 0.05 -0.005
C 0.9126 4.4176 -1.5274 -0.03 -0.04 0.11 0.018
C 0.8140 3.0436 -1.8518 0.25 0.12 -0.53 0.042
O 0.4307 2.2185 -0.9347 -0.40 -0.18 0.48 0.046
H -0.3972 -3.7875 -3.4626 -0.02 -0.03 -0.01 0.000
H 1.0074 -3.2270 -4.2906 -0.01 0.04 0.03 -0.002
H 1.3718 1.0744 -4.6339 0.09 -0.08 0.07 0.004
H 1.8338 3.2927 -5.1034 -0.01 0.00 0.00 -0.001
H 1.9839 5.6682 -4.4866 -0.02 0.00 0.00 0.003
H 1.3778 6.3823 -2.1795 0.02 0.01 -0.02 0.001
H 0.6566 4.7110 -0.5167 0.01 0.01 -0.01 0.000

=====

(2)
106
Properties=species:S:1:pos:R:3:forces:R:3:lowdin_charge:R:1 method="wB97M-V/def2-TZVPD" lumo_energy_ev=-2.1 homo_ev=-10.28 gap_ev=8.202 multiplicity=1
O 6.1898 30.4725 -19.0824 0.30 0.24 0.30 0.112
C 7.2484 31.0454 -19.2020 0.70 0.19 -1.12 -0.370
C 8.4281 30.3941 -19.9157 -0.90 0.53 0.46 0.035
C 9.6002 30.9865 -20.1699 -0.15 -2.85 -0.88 -0.001
C 9.9098 32.3460 -19.8309 -0.02 0.41 0.64 -0.421
O 10.9481 32.9591 -19.9368 0.33 -0.46 -0.38 0.131
C 8.7442 32.9885 -19.2769 -3.10 1.44 1.75 0.008
C 7.5297 32.4749 -18.9202 1.60 0.33 -0.99 0.036
H 8.2046 29.4197 -20.3243 0.14 -0.26 0.24 0.117
H 10.2407 30.2879 -20.6876 0.84 0.61 -0.20 0.120
H 8.7936 34.0462 -19.0640 0.57 0.24 -0.26 0.118
H 6.7805 33.2050 -18.6520 -0.32 -0.41 0.46 0.115
O 8.7726 16.0761 -15.2704 -0.18 1.15 0.85 0.110
C 9.2123 16.8270 -14.3999 0.52 -2.43 -0.77 -0.424
C 10.5291 16.5946 -13.8561 3.30 1.47 2.25 0.011
C 11.1810 17.4762 -13.0085 -1.47 -0.44 -0.75 0.062
C 10.5330 18.8015 -12.5496 2.77 -0.91 0.90 -0.363
O 11.0680 19.6096 -11.7760 -1.10 -1.64 -1.59 0.095
C 9.2659 18.9698 -13.1849 -1.76 -0.11 -0.90 0.013
C 8.6061 17.9979 -13.8702 -0.80 3.74 -0.09 0.023
H 11.1237 15.7389 -14.1402 -0.40 -0.31 -0.26 0.116
H 12.1738 17.2504 -12.6483 0.07 0.02 0.06 0.107
H 8.8928 19.9833 -13.1899 -0.48 0.01 0.35 0.127
H 7.7296 18.3968 -14.3592 -0.48 -0.55 -0.06 0.124
O -8.3112 26.3795 -8.5357 -1.42 -0.10 2.12 0.140
C -7.6950 26.5099 -9.5342 -0.04 -2.42 -3.11 -0.428
C -7.7677 25.4216 -10.6574 2.51 1.69 0.13 0.077
C -6.8070 25.4111 -11.6478 -2.02 -2.73 1.21 -0.006
C -5.7284 26.3633 -11.8371 -0.56 2.57 -1.34 -0.353
O -5.0004 26.4996 -12.8428 -1.41 -0.90 2.72 0.084
C -5.8749 27.4566 -10.8041 1.53 0.17 0.56 0.031
C -6.7448 27.5298 -9.7849 1.53 1.43 -1.05 -0.006
H -8.4328 24.6087 -10.4060 -0.16 -0.11 -0.53 0.111
H -6.7972 24.5017 -12.2303 0.08 0.04 -0.55 0.110
H -5.0770 28.1842 -10.8207 -0.04 0.36 -0.33 0.114
H -6.7141 28.3840 -9.1248 0.02 0.00 0.19 0.126
C 1.7438 23.2542 -11.8479 0.53 0.79 0.02 -0.055
C 1.7194 23.5750 -13.3778 -0.78 -0.83 -0.82 -0.234
O 2.9882 24.0473 -13.9500 1.17 -0.41 -0.86 -0.302
S 3.5099 23.7375 -15.5337 0.36 -0.55 -0.36 0.719
C 2.1971 24.7659 -16.4031 1.35 -0.28 1.38 -0.092
O 4.8820 24.3140 -15.6832 -3.98 -1.26 0.81 -0.314
O 3.2784 22.3295 -15.8854 0.44 2.13 0.89 -0.331
H 0.8267 23.3255 -11.2631 -0.79 0.09 -1.01 0.072
H 2.3178 23.9841 -11.2770 0.62 -0.02 -0.37 0.072
H 2.0887 22.2522 -11.5930 0.42 0.08 -0.50 0.073
H 1.3743 22.6906 -13.9134 0.58 -0.52 0.03 0.105
H 0.9734 24.2689 -13.7652 -0.08 0.66 1.00 0.103
H 2.3838 25.6706 -15.8244 -0.46 0.41 -0.51 0.058
H 1.2233 24.3416 -16.1588 0.22 -0.12 0.04 0.057
H 2.3178 24.8864 -17.4796 0.40 -0.19 0.27 0.070
C -3.0231 13.1730 -13.7805 0.62 -0.09 0.02 -0.037
C -1.7457 13.9378 -13.4579 1.17 -0.85 -0.64 -0.344
O -2.0643 15.2808 -13.4670 -0.10 4.17 0.72 -0.274
S -1.3654 16.1612 -12.2709 0.01 0.98 -0.76 0.708
C 0.4346 16.0107 -12.8280 -0.70 0.50 0.85 -0.091
O -1.7470 17.6054 -12.3115 0.83 -4.15 -0.29 -0.307
O -1.6408 15.3304 -11.1201 0.74 1.36 -0.03 -0.301
H -3.5004 12.8733 -12.8475 0.18 -0.80 -0.24 0.084
H -2.7236 12.4386 -14.5281 -0.47 -0.81 0.63 0.078
H -3.8034 13.7448 -14.2828 0.51 0.65 -0.06 0.081
H -1.1402 13.7047 -12.5820 -1.19 -0.61 0.76 0.104
H -0.9102 13.8354 -14.1504 -0.48 -0.41 -1.18 0.111
H 1.0226 16.5075 -12.0563 -0.14 0.11 0.01 0.062
H 0.5951 16.5186 -13.7790 -0.43 0.04 0.10 0.069
H 0.8040 14.9871 -12.8905 -0.56 -0.09 0.07 0.058
Br -1.1240 15.6061 -19.2836 0.18 0.44 -0.10 0.610
C -1.0817 17.5249 -18.9129 0.18 0.44 -0.43 -0.756
C -2.4551 17.9901 -18.5596 -0.02 -0.03 1.28 -0.699
Br -2.2255 19.9074 -18.2278 -0.42 0.02 -0.15 0.626
H -0.7998 18.1624 -19.7508 0.44 -0.84 -0.48 0.048
H -0.3504 17.7262 -18.1301 -0.24 -0.31 0.07 0.053
H -2.7409 17.5860 -17.5885 -0.31 -0.02 -0.22 0.052
H -3.2139 17.7840 -19.3145 0.20 0.30 0.06 0.066
Br -4.2604 30.7189 -18.3516 -0.15 -1.02 -1.28 0.533
C -4.4214 29.1283 -19.6153 0.16 -0.37 0.07 -0.617
C -3.1278 28.8943 -20.3903 0.63 0.51 0.58 -0.709
Br -3.0189 27.1829 -21.3384 -0.38 0.27 0.29 0.595
H -5.2345 29.1927 -20.3384 -0.17 0.72 0.38 0.061
H -4.6749 28.3186 -18.9310 0.31 0.05 -0.11 0.044
H -2.2684 28.9045 -19.7199 -0.12 -0.11 -0.04 0.042
H -2.9424 29.6520 -21.1516 -0.27 -0.05 0.11 0.052
Br 12.4597 20.1821 -18.6066 0.13 -0.48 -0.08 0.611
C 10.9457 20.1922 -19.8568 -0.28 2.23 0.73 -0.603
C 10.7048 21.7649 -19.9387 -0.34 -0.92 -1.17 -0.650
Br 9.4966 22.4076 -21.4662 0.78 -0.72 0.89 0.481
H 10.1707 19.6650 -19.3004 -0.05 0.04 -0.58 0.047
H 11.2419 19.7475 -20.8069 -0.11 0.08 0.28 0.057
H 11.6794 22.2096 -20.1399 -0.40 0.20 -0.06 0.015
H 10.2215 22.2177 -19.0730 0.26 -0.43 -0.01 0.041
Br 13.1094 27.8034 -13.8703 -1.26 -0.54 0.01 0.566
C 11.1508 27.4546 -13.6564 -0.68 1.97 1.14 -0.663
C 10.7051 27.9425 -12.2402 -0.32 -1.11 -0.54 -0.622
Br 8.7252 28.3898 -12.3648 1.28 -0.42 0.25 0.541
H 10.8076 26.4268 -13.7749 0.73 0.02 -0.22 0.065
H 10.5708 28.1081 -14.3081 0.72 -0.24 -0.68 0.019
H 11.1838 28.8105 -11.7869 -0.03 -0.11 -0.53 0.043
H 10.8436 27.0574 -11.6193 -0.45 0.43 0.56 0.051
Br 0.9618 31.9054 -14.4163 0.31 0.52 -0.62 0.629
C -0.1353 30.8957 -13.1884 0.87 0.36 0.66 -0.636
C 0.6228 31.0706 -11.8168 -0.44 -0.21 0.05 -0.681
Br 0.3517 29.6935 -10.3943 -0.14 0.39 -0.84 0.532
H -0.1649 29.9242 -13.6816 -0.01 -0.13 0.84 0.045
H -1.1022 31.3918 -13.2725 0.05 -0.32 0.57 0.048
H 0.3637 32.0001 -11.3099 -0.43 -0.09 -0.31 0.044
H 1.7051 31.1461 -11.9215 -0.21 -0.52 -0.37 0.019

=====

(3)
98
Properties=species:S:1:pos:R:3:forces:R:3:lowdin_charge:R:1 method="wB97M-V/def2-TZVPD" e_above_lowest_kcal_mol=0.0 lumo_energy_ev=3.8 homo_ev=-1.05 gap_ev=4.889 multiplicity=1 charge=-2
Lu 1.2687 0.1939 -0.7737 0.85 -0.05 -0.03 1.267
S 3.0327 3.3721 -4.1841 0.21 0.41 -0.47 0.364
C 2.4861 2.3064 -3.0411 -0.33 -0.42 0.10 -1.867
S 2.9084 2.4304 -1.3804 0.03 0.16 0.53 0.359
S 1.4087 0.9976 -3.4228 -0.20 -0.06 -0.17 0.250
N 3.4336 -0.1585 0.3720 0.16 -0.78 -1.36 -0.030
C 3.4147 -0.9093 1.5577 -1.35 1.49 0.94 -0.254
C 4.2095 -1.9965 1.6422 0.62 -2.05 -0.29 -0.048
C 4.1623 -2.8901 2.7019 -0.31 0.38 0.45 -0.089
C 3.2586 -2.6379 3.7216 -0.04 -1.18 1.31 -0.143
C 2.4473 -1.5265 3.6978 1.04 1.18 -1.93 -0.076
C 2.5384 -0.5901 2.6420 0.31 -0.82 -0.33 -0.101
C 1.7342 0.6527 2.6506 -0.08 -0.42 0.54 -0.225
C 1.4782 1.1932 3.9236 0.70 0.31 -0.03 -0.076
C 0.8495 2.4179 4.0216 -0.55 0.64 0.31 -0.130
C 0.3820 3.0707 2.8794 0.34 -1.06 0.11 -0.120
C 0.5493 2.4256 1.6532 0.26 -0.13 1.05 -0.160
C 1.2339 1.2061 1.4673 -0.43 0.47 -0.06 -0.171
H 4.0168 -0.5555 -0.3866 -0.25 -0.01 0.57 0.027
H 3.6154 0.8244 0.3897 0.02 0.67 0.53 0.005
H 4.7495 -2.2873 0.7582 0.56 0.10 -0.18 0.110
H 4.8278 -3.7371 2.7370 -0.03 -0.21 -0.11 0.093
H 3.1162 -3.3280 4.5899 0.41 0.44 -0.86 0.107
H 1.7710 -1.3117 4.4724 -0.82 -0.01 0.92 0.074
H 1.9313 0.7007 4.7940 -0.38 0.37 -0.21 0.099
H 0.6580 2.9384 4.9602 0.27 -0.41 0.15 0.083
H -0.1369 4.0113 3.0268 0.00 0.11 -0.37 0.081
H 0.0964 2.8782 0.8191 -0.40 0.64 -1.16 0.039
C -2.5245 -3.0343 0.1015 0.35 0.24 0.28 -0.137
O -2.7411 -2.6084 1.4636 0.53 -0.39 -0.04 -0.355
P -1.4003 -2.5681 2.4181 -0.08 1.09 -0.76 0.860
O -2.3097 -2.2522 3.7413 -0.45 -0.56 -0.13 -0.347
C -1.6336 -1.6999 4.8298 1.26 0.24 1.05 -0.199
O -1.0014 -4.1481 2.5157 -0.02 -0.12 -0.06 -0.340
C 0.4179 -4.3464 2.3043 0.19 0.07 0.85 -0.135
H -2.5220 -4.1302 0.0595 0.18 0.19 -0.07 0.080
H -1.5903 -2.6024 -0.3318 -0.51 -0.36 0.36 0.065
H -3.3903 -2.6674 -0.4365 -0.10 0.06 -0.27 0.060
H -1.0101 -2.4602 5.3684 -0.52 0.39 -0.32 0.085
H -2.3634 -1.2927 5.5420 0.10 -0.13 -0.26 0.076
H -0.9271 -0.8880 4.5416 -0.48 -0.33 -0.02 0.068
H 0.9975 -3.6417 2.9397 -0.24 -0.66 -0.49 0.053
H 0.7153 -4.2278 1.2806 -0.08 0.50 -0.67 0.066
H 0.6369 -5.3849 2.5356 -0.05 -0.04 0.44 0.076
O -0.6978 1.1326 -0.8226 -0.36 0.18 0.08 -0.430
P -1.7848 2.0178 -1.3313 0.13 -0.06 -1.24 0.554
N -2.6854 1.1315 -2.3970 -0.09 0.39 0.38 -0.197
C -4.0703 1.4378 -2.7305 0.32 0.00 -0.93 -0.201
C -4.7427 0.0523 -2.6370 0.31 0.75 0.23 -0.163
C -3.6330 -0.8900 -3.1515 -0.76 0.77 0.57 -0.155
C -2.3478 -0.2739 -2.6297 0.29 0.00 -0.48 -0.178
N -2.6172 2.5747 -0.0403 -0.34 -0.04 0.44 -0.189
C -3.4481 3.7633 0.0646 0.76 -0.32 0.84 -0.190
C -3.1826 4.1766 1.5358 -0.20 0.21 -0.53 -0.164
C -3.1484 2.8445 2.2545 0.43 -0.36 0.50 -0.176
C -2.6938 1.8070 1.2228 0.36 -1.07 -0.95 -0.154
N -1.4071 3.3243 -2.2193 0.28 0.74 -0.22 -0.173
C -0.3727 4.2938 -1.7834 0.25 -1.10 0.41 -0.183
C -0.1140 5.1498 -2.9910 0.62 0.93 -0.52 -0.189
C -0.4782 4.2896 -4.1903 0.24 -1.11 0.27 -0.178
C -1.7280 3.5997 -3.6365 -0.38 -0.36 0.25 -0.190
H -4.1371 1.8058 -3.7984 0.00 -0.24 0.83 0.116
H -4.4713 2.2557 -2.0991 0.08 -0.63 -0.13 0.105
H -5.6297 0.0584 -3.2492 -0.47 -0.32 -0.15 0.091
H -5.0117 -0.1340 -1.5935 0.04 -0.18 -0.07 0.107
H -3.7039 -0.9133 -4.2277 0.29 -0.06 -0.42 0.105
H -3.7377 -1.8798 -2.7645 -0.19 -0.79 0.08 0.087
H -1.5148 -0.4221 -3.3337 -0.16 0.31 0.14 0.118
H -2.0367 -0.6935 -1.6877 0.08 -0.49 0.28 0.082
H -4.5016 3.5698 -0.1500 -0.24 -0.14 0.28 0.104
H -3.1088 4.4690 -0.6494 0.31 0.89 -0.69 0.088
H -3.9779 4.8022 1.9468 0.14 0.20 -0.09 0.100
H -2.2108 4.6791 1.6422 -0.30 0.00 -0.31 0.104
H -4.1485 2.6425 2.5968 -0.46 -0.41 0.19 0.094
H -2.5015 2.8692 3.1367 -0.01 -0.08 -0.18 0.100
H -3.4165 0.9776 1.0730 0.07 0.39 0.41 0.118
H -1.7102 1.3019 1.3591 -0.64 0.63 0.38 0.105
H 0.5418 3.7595 -1.4936 -0.11 0.00 -0.10 0.061
H -0.7168 4.8144 -0.9034 -0.14 0.58 0.32 0.100
H 0.9055 5.5509 -2.9767 -0.08 -0.33 -0.19 0.108
H -0.7694 6.0012 -3.0226 -0.53 0.65 0.28 0.092
H 0.3404 3.5583 -4.3809 -0.66 0.29 0.10 0.043
H -0.7034 4.7974 -5.1301 0.12 0.30 0.19 0.107
H -1.9841 2.6696 -4.1333 0.05 -0.03 -0.16 0.098
H -2.6235 4.2693 -3.6540 0.50 -0.23 -0.23 0.115
F 0.5484 -1.6595 -0.3038 -0.15 0.04 -0.06 -0.597
Te 3.5920 -2.0017 -3.0440 0.03 -0.09 0.41 0.495
C 4.2044 -3.8950 -2.2433 -0.16 0.45 -0.55 -0.723
C 5.2057 -4.6351 -2.8947 -0.06 -0.68 0.88 -0.183
C 5.5722 -5.9136 -2.4288 0.50 0.78 -1.41 -0.141
C 4.9615 -6.4470 -1.3243 0.42 -1.09 0.37 -0.176
C 3.9753 -5.7275 -0.6927 -1.42 0.30 1.26 -0.131
C 3.5620 -4.4607 -1.1423 1.32 -1.40 -0.19 -0.175
H 5.6917 -4.1606 -3.7276 0.19 -0.12 -0.33 0.057
H 6.3180 -6.5290 -2.9612 -0.26 0.54 0.22 0.089
H 5.3039 -7.4393 -0.9805 -0.46 0.56 -0.01 0.089
H 3.4569 -6.1718 0.1912 0.47 0.40 -0.69 0.097
H 2.7923 -3.9380 -0.6355 -0.67 0.46 0.37 0.062

=====

Number 1: molecular weight 812.02 Da, calculated total energy -2789.4126 a.u.. Number 2: molecular weight 1511.92 Da, calculated total energy -28763.3768 a.u.. Number 3: molecular weight 1056.50 Da, calculated total energy -5325.3864 a.u..